This record from the Open Molecules 2025 dataset describes a structure of composition C18H39NO6S3 at a distorted geometry. The level of theory is ωB97M-V/def2-TZVPD.

Output
HOMO energy   -8.39 eV
E_tot   -2409.569069 a.u.
HOMO-LUMO gap   0.31804 hartree
Energy relative to the best compared isomer or geometry (same formula, charge and spin)   624.0 kJ/mol
LUMO energy   0.010 Ha

Cartesian coordinates (Å):
1 C -0.4576 0.5026 1.8433
2 C 0.9136 0.4247 1.1606
3 N 0.8027 1.1513 -0.1586
4 C 2.0064 0.8348 -0.9211
5 C 1.5239 -0.2539 -1.9286
6 C 0.5132 2.6077 -0.0834
7 C 1.5871 3.4082 0.7131
8 H -0.1496 0.4993 2.8888
9 H -1.1103 -0.3016 1.5037
10 H -0.9579 1.4708 1.8245
11 H 1.7404 0.8553 1.7255
12 H 1.1655 -0.6140 0.9469
13 H 2.2863 1.6112 -1.6331
14 H 2.8258 0.3929 -0.3541
15 H 1.0868 -1.0867 -1.3777
16 H 1.0575 0.1074 -2.8451
17 H 2.3919 -0.6492 -2.4562
18 H -0.4846 2.7674 0.3254
19 H 0.5368 2.9692 -1.1114
20 H 1.9184 2.8399 1.5822
21 H 1.1289 4.3628 0.9718
22 H 2.4523 3.5750 0.0714
23 C -2.1914 2.9138 -3.1283
24 C -1.7720 3.0526 -1.6535
25 C -1.0367 1.7211 -1.6103
26 S -0.0912 1.6071 -3.1781
27 O -0.2777 0.3022 -3.7121
28 O 1.2150 2.1894 -2.9850
29 C -1.0152 2.8706 -4.0656
30 H -2.8935 3.7310 -3.2936
31 H -2.8214 2.0413 -3.3018
32 H -2.6008 3.0500 -0.9455
33 H -1.2286 3.9793 -1.4694
34 H -1.6770 0.8391 -1.6132
35 H -0.3340 1.4864 -0.8108
36 H -1.2423 2.5613 -5.0859
37 H -0.4283 3.7810 -4.1877
38 C 1.4528 -2.9083 3.0225
39 C 1.1886 -2.0263 1.7638
40 C 2.4556 -1.3572 1.3155
41 S 3.7385 -2.6868 1.5788
42 O 4.8968 -1.9053 1.9879
43 O 3.7261 -3.6637 0.4904
44 C 2.9300 -3.4542 3.0223
45 H 0.8231 -3.7849 2.8705
46 H 1.1737 -2.4300 3.9614
47 H 0.4238 -1.2633 1.9083
48 H 0.7180 -2.5427 0.9272
49 H 2.6586 -0.5858 2.0582
50 H 2.5912 -1.0097 0.2913
51 H 3.4254 -3.2646 3.9746
52 H 2.8706 -4.5156 2.7816
53 C -1.5055 -1.6866 -0.2750
54 C -2.5514 -0.5268 -0.1062
55 C -3.6669 -0.8406 1.0080
56 S -3.3113 -2.6237 1.4667
57 O -4.4509 -3.5126 1.4108
58 O -2.4215 -2.6511 2.5886
59 C -2.2602 -3.0065 0.0594
60 H -0.6760 -1.4150 0.3779
61 H -0.9332 -1.8505 -1.1881
62 H -2.8934 -0.1645 -1.0756
63 H -1.9833 0.3655 0.1566
64 H -4.6099 -0.8819 0.4629
65 H -3.7431 -0.4237 2.0122
66 H -2.8786 -3.1770 -0.8218
67 H -1.5697 -3.8079 0.3223